A cluster of 2 separate species, C5H12N2O in total in a non-equilibrium geometry, computed with ωB97M-V with the def2-TZVPD basis set.

Last columns: bonded neighbours and bond lengths (Å).
Atoms and positions in Å:
1 C 0.726 -0.459 0.276  C2 1.495, C3 1.497, C4 1.506, N15 1.568
2 C -0.280 -1.549 0.088  C1 1.495, C3 1.512, H6 1.084, H7 1.079
3 C 0.500 -1.446 1.378  C1 1.497, C2 1.512, H8 1.079, H9 1.084
4 C 2.012 -0.474 -0.508  C1 1.506, H10 1.088, H11 1.088, H12 1.089
5 H -0.827 0.622 -1.600  C13 1.115
6 H -0.050 -2.352 -0.603  C2 1.084
7 H -1.330 -1.303 0.135  C2 1.079
8 H -0.055 -1.124 2.246  C3 1.079
9 H 1.268 -2.181 1.587  C3 1.084
10 H 2.800 0.032 0.046  C4 1.088
11 H 2.328 -1.496 -0.702  C4 1.088
12 H 1.874 0.038 -1.460  C4 1.089
13 C -1.188 1.542 -1.085  H5 1.115, N14 1.382, O16 1.218
14 N -2.362 1.278 -0.404  C13 1.382, H17 1.009, H18 1.005
15 N 0.250 1.014 0.519  C1 1.568, H19 1.015, H20 1.012
16 O -0.859 2.657 -1.446  C13 1.218
17 H -2.732 2.028 0.161  N14 1.009
18 H -2.808 0.386 -0.527  N14 1.005
19 H -0.296 1.128 1.366  N15 1.015
20 H 1.031 1.658 0.533  N15 1.012

Values from the calculation:
SMILES string: CC1(N)CC1.NC=O
LUMO in hartree: 0.0325
HOMO-LUMO gap in Ha: 0.3584
Energy above the lowest of the compared OMol25 structures with the same formula, charge and spin in kcal/mol: 57.52
HOMO energy in eV: -8.87